# 1
{
  "formula": "C23H26MnN3O4",
  "method": "ωB97M-V with the def2-TZVPD basis set",
  "orbital_gap_ev": [6.0, 6.7],
  "molar_mass_g_mol": 463.42,
  "spin_multiplicity": 4,
  "homo_energy_ev": [-16.8, -17.3],
  "fmax_ev_per_a": 1.54,
  "energy_ev": -68226.4981,
  "lumo_ev": [-10.833, -10.657],
  "charge": 3,
  "species": ["Mn", "C", "C", "C", "C", "C", "C", "H", "H", "H", "H", "H", "H", "C", "O", "C", "O", "N", "N", "H", "H", "H", "H", "H", "H", "C", "C", "C", "C", "C", "C", "N", "C", "C", "C", "C", "C", "C", "C", "O", "O", "C", "C", "H", "H", "H", "H", "H", "H", "H", "H", "H", "H", "H", "H", "H", "H"],
  "xyz": [[-2.25773, -0.46848, -1.11543], [-4.22816, 0.77123, -1.99822], [-4.66196, 0.02779, -0.88935], [-4.02745, 0.14845, 0.35313], [-2.97894, 1.06042, 0.49767], [-2.54998, 1.80980, -0.60374], [-3.17606, 1.66625, -1.85527], [-4.69533, 0.62977, -2.96366], [-5.45774, -0.69524, -1.01236], [-4.34811, -0.45651, 1.19080], [-2.46649, 1.15094, 1.44557], [-1.71913, 2.49472, -0.49397], [-2.82111, 2.23063, -2.70792], [-4.47219, -5.04644, -2.94426], [-4.25987, -3.62542, -2.66390], [-3.15384, -3.20236, -2.14340], [-3.08390, -1.94973, -1.96245], [-2.16098, -4.02751, -1.84445], [-0.97479, -3.52128, -1.29231], [-5.49129, -5.09962, -3.30715], [-4.37181, -5.61793, -2.02307], [-3.77809, -5.36054, -3.72162], [-2.25140, -5.01467, -2.04546], [-0.24173, -3.59437, -1.99213], [-0.72383, -4.10189, -0.49921], [3.52214, 3.96450, 3.62544], [3.02281, 2.55230, 3.52759], [3.01152, 1.76280, 4.69705], [2.51164, 0.44940, 4.71338], [2.08314, -0.09914, 3.54824], [2.16484, 0.64731, 2.32190], [1.85809, -0.06863, 1.21853], [2.29936, 0.15954, -0.11972], [3.65133, 0.37610, -0.32414], [4.14519, 0.56939, -1.60926], [3.29066, 0.52799, -2.70355], [1.94595, 0.27381, -2.50751], [1.42830, 0.07522, -1.21823], [0.01048, -0.21371, -1.12722], [-0.74837, -0.28693, -2.16848], [-0.65968, -0.41983, -0.05014], [2.56750, 2.02785, 2.32830], [2.45615, 2.93272, 1.13473], [3.86474, 4.19088, 4.63138], [2.73719, 4.68100, 3.37615], [4.35150, 4.13464, 2.93698], [3.37881, 2.19621, 5.61837], [2.49707, -0.11500, 5.63506], [1.74458, -1.12733, 3.50460], [1.45189, -0.97844, 1.39505], [4.31851, 0.38408, 0.52759], [5.20420, 0.74135, -1.74980], [3.67152, 0.67259, -3.70454], [1.27969, 0.21824, -3.35738], [3.41467, 3.05506, 0.62714], [2.14290, 3.92131, 1.46566], [1.73362, 2.58672, 0.39896]],
  "atomic_forces_ev_per_a": [[-1.4844, 0.3929, 0.1329], [0.0136, -0.0229, -0.0697], [0.0084, -0.1542, 0.1066], [-0.1207, -0.0608, -0.0233], [-0.0664, 0.0440, 0.1479], [0.1439, -0.0685, -0.1549], [0.0573, 0.1319, -0.0176], [-0.0208, -0.0108, 0.0088], [0.0020, 0.0005, -0.0148], [-0.0255, 0.0340, 0.0122], [-0.0068, 0.0097, -0.0004], [0.0171, -0.0184, -0.0239], [0.0115, 0.0027, 0.0103], [0.0133, 0.2108, -0.0013], [0.0805, -0.1080, 0.0756], [-0.0519, 0.1710, -0.1024], [0.3670, -0.0294, 0.3341], [0.0278, -0.1080, 0.0386], [-0.0477, -0.0092, -0.0982], [0.0090, -0.0394, -0.0130], [-0.0099, -0.0457, -0.0225], [-0.0097, -0.0704, 0.0120], [0.0488, 0.0132, -0.0191], [0.0302, -0.0405, 0.0360], [-0.0035, 0.0324, 0.0260], [-0.0293, 0.0103, -0.0366], [0.0658, 0.0161, 0.1073], [-0.0352, -0.0124, -0.0483], [-0.0068, -0.0134, -0.0338], [0.0070, 0.0418, -0.0264], [0.1103, -0.1857, 0.1373], [-0.0639, 0.3022, -0.1557], [0.1477, -0.1188, 0.3082], [-0.0964, 0.1247, -0.0129], [-0.0536, 0.0059, -0.0273], [0.0170, -0.0156, 0.0555], [-0.0094, -0.0470, 0.0317], [-0.0008, 0.0186, -0.3094], [0.0492, -0.2605, -0.1174], [0.6536, 0.3498, -0.3286], [0.3186, -0.3546, 0.1229], [-0.0082, -0.0494, -0.0184], [-0.0427, -0.0509, -0.0109], [0.0200, -0.0193, 0.0049], [0.0097, 0.0087, 0.0062], [-0.0157, 0.0187, -0.0133], [0.0003, 0.0170, 0.0036], [-0.0043, -0.0097, -0.0024], [-0.0147, -0.0043, 0.0325], [-0.0613, 0.0232, -0.0048], [0.0223, 0.0041, 0.0058], [0.0014, -0.0097, -0.0160], [0.0178, 0.0163, 0.0021], [-0.0245, 0.0012, 0.0140], [0.0306, 0.0136, -0.0091], [0.0133, 0.0008, -0.0337], [-0.0008, -0.0787, -0.0065]]
}

---

# 2
{
  "formula": "C23H26N6NaO3PS3",
  "method": "ωB97M-V with the def2-TZVPD basis set",
  "orbital_gap_ev": 5.3,
  "molar_mass_g_mol": 584.67,
  "spin_multiplicity": 1,
  "homo_energy_ev": -1.5,
  "fmax_ev_per_a": 1.00,
  "energy_ev": -85569.9955,
  "lumo_ev": 3.839,
  "charge": -2,
  "relative_energy_kj_mol": 51.61,
  "species": ["Na", "S", "C", "N", "N", "C", "C", "C", "C", "C", "C", "N", "N", "C", "C", "C", "C", "C", "C", "H", "H", "H", "H", "H", "H", "H", "H", "H", "H", "H", "S", "C", "S", "C", "C", "N", "C", "N", "C", "C", "O", "P", "O", "C", "C", "O", "C", "C", "H", "H", "H", "H", "H", "H", "H", "H", "H", "H", "H", "H", "H", "H", "H"],
  "xyz": [[-1.43715, 1.43253, -2.33988], [-3.09075, -0.53778, -1.58165], [-1.90441, -1.75608, -1.37041], [-2.23498, -2.97048, -1.07084], [-1.20601, -3.93402, -1.01226], [-0.37105, -4.09698, 0.05908], [0.31565, -5.31613, 0.19620], [1.19839, -5.52216, 1.23785], [1.42494, -4.53029, 2.18659], [0.73787, -3.33088, 2.05785], [-0.14608, -3.10248, 1.01690], [-0.45862, -1.52493, -1.48600], [-0.09490, -0.42647, -1.93101], [1.34646, -0.32624, -2.01904], [1.86718, 0.92999, -2.26860], [3.24681, 1.09975, -2.32021], [4.08080, 0.01047, -2.13030], [3.54650, -1.25258, -1.88788], [2.17587, -1.43060, -1.83166], [-1.55420, -4.79952, -1.38703], [0.15897, -6.09606, -0.54162], [1.71927, -6.47090, 1.30727], [2.12209, -4.68750, 2.99897], [0.89373, -2.53723, 2.78075], [-0.64914, -2.15211, 0.94604], [1.22049, 1.78736, -2.39829], [3.64650, 2.08461, -2.52385], [5.15569, 0.13925, -2.18456], [4.20239, -2.10356, -1.74710], [1.73736, -2.39958, -1.63620], [-0.24893, 3.91905, -2.80910], [0.30863, 3.16742, -4.27295], [-0.62331, 2.00771, -5.12024], [1.60059, 3.49414, -4.73084], [2.48550, 4.33095, -4.00650], [3.27307, 4.99264, -3.47478], [2.15367, 2.95458, -5.92161], [2.66854, 2.56164, -6.87976], [-3.49375, 3.60324, 3.31203], [-2.08466, 3.45997, 2.77131], [-1.71917, 2.08582, 2.68290], [-1.89416, 1.42358, 1.16460], [-1.85379, -0.12773, 1.65051], [-3.09224, -0.76874, 1.96181], [-3.10106, -1.16030, 3.42454], [-0.39960, 1.50681, 0.59013], [0.76660, 1.19940, 1.37501], [1.62756, 2.43785, 1.48000], [-3.75185, 4.65562, 3.44461], [-3.58336, 3.09658, 4.27399], [-4.21108, 3.15735, 2.62238], [-1.35963, 3.94319, 3.43210], [-1.99899, 3.94349, 1.79241], [-3.17536, -1.63601, 1.30266], [-3.93036, -0.10549, 1.72190], [-2.29802, -1.86948, 3.62980], [-4.05040, -1.63231, 3.68459], [-2.95706, -0.28208, 4.05556], [1.29508, 0.40083, 0.85605], [0.45965, 0.82523, 2.35499], [1.86308, 2.81330, 0.48453], [2.56341, 2.20143, 1.99090], [1.11170, 3.22094, 2.03734]],
  "atomic_forces_ev_per_a": [[-0.0724, 0.5794, -0.5030], [0.0382, -0.0667, 0.0943], [0.2669, 0.1418, -0.0033], [-0.2687, 0.0084, 0.0916], [0.1335, 0.0324, -0.3697], [0.0881, -0.0870, 0.2465], [0.0149, 0.0053, 0.0061], [0.0419, -0.0227, 0.0270], [-0.0227, -0.0136, -0.0211], [0.0501, 0.0605, 0.0826], [0.0078, -0.0103, 0.0248], [-0.2205, 0.3824, -0.3303], [0.2703, -0.8915, 0.3765], [-0.3783, -0.1027, 0.1419], [0.1971, 0.0403, 0.0479], [-0.0631, -0.0269, -0.0220], [0.0796, 0.0480, -0.0295], [-0.0764, -0.0456, -0.0015], [0.1523, 0.0344, 0.0093], [-0.0499, -0.0406, 0.0298], [-0.0202, 0.0004, -0.0129], [0.0035, 0.0041, 0.0058], [0.0077, -0.0043, 0.0117], [0.0084, -0.0128, -0.0034], [-0.0796, 0.0799, -0.0075], [-0.0999, 0.0579, -0.0236], [0.0243, 0.0296, -0.0027], [-0.0049, 0.0009, 0.0069], [0.0101, 0.0053, 0.0004], [0.0043, 0.0103, -0.0124], [-0.0601, -0.1176, 0.0774], [-0.1037, 0.0198, 0.0869], [-0.0958, -0.0304, 0.1957], [0.0664, -0.0305, -0.0008], [0.0342, 0.1555, -0.0305], [0.0431, -0.0253, 0.0675], [0.0268, -0.0474, -0.0702], [0.0224, -0.0048, -0.0405], [0.0077, 0.0159, 0.0168], [0.0642, 0.0518, 0.0422], [-0.0507, 0.0541, 0.0760], [-0.0649, -0.2317, -0.0601], [0.0209, -0.0406, 0.0814], [-0.0174, -0.0744, -0.0832], [-0.0048, -0.0103, -0.0044], [0.1165, 0.1960, -0.0858], [-0.0457, -0.0690, -0.0205], [0.0176, -0.0567, -0.0155], [-0.0013, 0.0242, -0.0009], [0.0115, -0.0036, 0.0127], [0.0021, -0.0168, -0.0230], [-0.0352, -0.0163, -0.0138], [-0.0139, 0.0236, -0.0031], [-0.0318, 0.0099, 0.0370], [0.0147, 0.0048, 0.0147], [0.0217, 0.0018, -0.0006], [-0.0290, -0.0214, 0.0039], [-0.0058, 0.0131, -0.0008], [0.0262, -0.0708, -0.0714], [0.0449, 0.0553, -0.0406], [-0.0191, 0.0363, -0.0196], [0.0077, -0.0047, 0.0213], [-0.0122, 0.0135, -0.0087]]
}